Entry 1:
DFT (the ωB97M-V functional and the def2-TZVPD basis) results for 16 unconnected molecules or ions with the total composition C66H161N3O16 at a distorted geometry.

The geometry in XYZ format:
```
246
Properties=species:S:1:pos:R:3:mulliken_charge:R:1
C -4.0925 1.4173 -3.5232 -1.24
C -5.3863 1.6442 -2.7159 1.57
C -4.9059 1.8666 -1.2570 1.15
C -6.0353 2.3884 -0.3664 -0.92
C -6.5318 3.6531 -0.9764 -1.35
C -7.0578 3.6029 -2.4336 1.41
N -6.0669 2.8458 -3.2030 1.18
O -6.2065 2.9137 -4.5997 -0.58
C -8.4707 3.0070 -2.4326 -1.86
C -7.1390 5.0342 -2.9758 -1.98
C -6.2085 0.3669 -2.7888 -1.45
H -4.2600 1.3523 -4.5986 0.59
H -3.6646 0.5034 -3.1126 -0.21
H -3.4405 2.2859 -3.4066 -0.08
H -4.6492 0.8925 -0.8386 -1.60
H -4.0791 2.5752 -1.2801 0.42
H -5.5785 2.5212 0.6191 0.37
H -6.7713 1.5871 -0.2483 0.51
H -5.7113 4.3810 -0.9958 0.17
H -7.3144 4.1439 -0.3857 0.57
H -8.7728 2.7239 -3.4460 0.38
H -8.4636 2.0412 -1.9222 0.30
H -9.1989 3.7014 -2.0203 0.44
H -7.4905 4.9691 -4.0024 0.47
H -7.7361 5.6542 -2.3044 0.43
H -6.1776 5.5567 -2.9258 0.27
H -6.4827 0.0391 -3.7980 0.43
H -7.1720 0.3807 -2.2742 0.22
H -5.6227 -0.4754 -2.4104 0.09
H -5.5684 3.5895 -4.8581 0.32
C 2.2868 0.9799 -1.8241 -0.50
C 0.9606 0.4427 -1.2907 2.43
C 0.8813 -1.0844 -1.4795 0.63
C 1.6774 -1.9374 -0.4796 -0.75
C 1.4856 -1.4739 0.9764 0.84
C 1.4027 0.0345 1.2147 2.06
N 0.6996 0.7157 0.1158 0.39
O 0.3791 2.0463 0.4257 2.93
C 0.6616 0.2365 2.5303 -0.41
C 2.8399 0.5627 1.3244 -0.91
C -0.2114 0.9724 -2.1087 -1.34
H 3.1424 0.3171 -1.6715 -0.25
H 2.5708 1.9347 -1.3809 -1.10
H 2.2556 1.1880 -2.8979 0.63
H -0.1629 -1.3912 -1.4325 -1.11
H 1.3125 -1.3683 -2.4427 -0.52
H 2.7397 -1.8239 -0.7347 0.26
H 1.5269 -3.0146 -0.5596 0.46
H 2.3410 -1.7942 1.5775 -0.17
H 0.5989 -1.9829 1.3572 -1.06
H 0.3491 1.2726 2.6770 -0.02
H -0.2833 -0.3207 2.5306 -0.62
H 1.1288 -0.1075 3.4541 -0.40
H 3.1569 0.4601 2.3673 0.41
H 3.5662 0.1656 0.6200 0.11
H 2.8302 1.6526 1.2227 -0.77
H -0.3204 2.0606 -2.0946 -0.30
H -1.1590 0.5792 -1.7319 0.16
H -0.1168 0.6726 -3.1549 -0.24
H -0.5866 2.0850 0.4701 -0.89
C -6.0481 -3.9637 3.2160 -2.11
C -5.6831 -2.8879 2.1649 1.54
C -5.5765 -1.5843 2.9688 -1.75
C -4.8735 -0.4156 2.2685 0.24
C -3.4673 -0.9427 1.8762 -1.01
C -3.5571 -2.1990 1.0039 2.23
N -4.3950 -3.2105 1.6033 1.57
O -4.3810 -4.4166 0.8487 -0.57
C -3.9198 -1.8010 -0.4397 -0.33
C -2.0955 -2.6953 0.9238 -1.03
C -6.8398 -2.8183 1.1805 -1.59
H -6.2990 -4.9471 2.8058 0.36
H -6.9236 -3.7142 3.8201 0.39
H -5.2270 -4.1638 3.9097 0.35
H -6.4953 -1.2880 3.4798 0.57
H -4.9634 -1.7976 3.8558 0.45
H -4.9279 0.4210 2.9663 0.59
H -5.4325 -0.1044 1.3800 -0.62
H -2.9513 -1.1825 2.8125 0.27
H -2.8409 -0.1469 1.4699 -0.16
H -3.2238 -1.0632 -0.8397 -0.55
H -4.0307 -2.6419 -1.1268 0.56
H -4.9159 -1.3495 -0.5028 -0.53
H -1.9987 -3.6997 0.5072 0.75
H -1.4287 -2.0720 0.3199 -0.80
H -1.5725 -2.6661 1.8862 -0.23
H -7.0631 -3.7885 0.7267 0.39
H -6.6065 -2.1754 0.3299 0.05
H -7.7635 -2.5384 1.6871 0.42
H -3.8929 -4.9734 1.4664 0.36
C -1.0181 -5.1539 3.8590 -1.56
C -0.1482 -4.5044 4.8946 0.55
C 0.2066 -3.0662 4.5153 -0.30
O -0.8859 -4.4576 6.1359 -0.64
H -1.2314 -6.2074 4.0655 0.51
H -0.4936 -5.2292 2.9004 0.41
H -1.9841 -4.6658 3.7198 0.10
H 0.7697 -5.0767 5.0760 0.34
H 0.9448 -2.5790 5.1511 0.43
H -0.7173 -2.4995 4.6840 0.56
H 0.3707 -2.9579 3.4404 -0.70
H -0.2123 -4.3218 6.8138 0.40
C 4.3504 -1.4078 -3.8818 0.51
C 4.9476 -2.3371 -4.8993 0.54
C 6.4522 -2.1971 -4.9559 -1.63
O 4.6700 -3.7153 -4.6316 -0.50
H 4.6553 -1.5624 -2.8446 0.32
H 3.2623 -1.5660 -3.8845 -0.43
H 4.4602 -0.3499 -4.1260 -0.42
H 4.5365 -2.0665 -5.8797 0.18
H 6.8034 -1.1974 -5.2043 0.35
H 6.9119 -2.9285 -5.6205 0.38
H 6.8089 -2.4316 -3.9468 0.38
H 3.7149 -3.8075 -4.7471 0.34
C 5.8883 3.1852 -2.6501 -1.04
C 5.2868 2.9287 -4.0340 1.08
C 3.9272 3.5412 -4.2640 -1.03
O 6.1392 3.5726 -4.9998 -0.60
H 5.3258 2.6754 -1.8631 0.07
H 5.7676 4.2455 -2.4009 0.29
H 6.9592 3.0115 -2.5545 0.43
H 5.2804 1.8552 -4.2635 -0.19
H 3.5196 3.2963 -5.2420 0.40
H 3.9849 4.6156 -4.0720 0.35
H 3.1529 3.2385 -3.5489 0.03
H 6.9797 3.1017 -4.9692 0.37
C 1.4244 0.0910 6.6106 -0.71
C 1.9419 -0.9595 7.6046 0.83
C 2.7497 -0.3408 8.7267 -1.49
O 0.8658 -1.7194 8.1288 -0.55
H 0.8215 -0.2532 5.7736 0.08
H 2.3217 0.6174 6.2564 0.07
H 0.8770 0.9478 7.0263 0.54
H 2.6216 -1.5372 6.9694 -0.01
H 2.1873 0.5169 9.1080 0.35
H 3.7283 -0.0056 8.3827 0.33
H 2.8652 -1.0696 9.5271 0.36
H 0.2675 -1.1265 8.5931 0.35
C 2.7804 -4.6489 2.7406 0.47
C 3.0256 -6.1176 3.0020 0.07
C 1.7724 -6.9804 2.8327 -0.78
O 4.0227 -6.5670 2.0753 -0.66
H 3.7328 -4.1140 2.7788 0.09
H 2.1546 -4.1831 3.5068 -0.25
H 2.4067 -4.4578 1.7324 -0.27
H 3.4866 -6.2828 3.9758 0.44
H 1.9722 -8.0055 3.1501 0.37
H 1.5321 -7.0859 1.7727 0.09
H 0.8963 -6.5794 3.3436 -0.05
H 3.6508 -6.6172 1.1763 0.32
C 3.2836 3.6886 3.2327 -0.87
C 3.7961 4.0877 4.6088 0.57
C 2.8151 4.9647 5.3477 -1.52
O 4.0690 2.9594 5.4209 -0.54
H 3.9544 3.0942 2.6083 0.50
H 3.2012 4.5913 2.6153 0.25
H 2.2975 3.2198 3.2522 0.06
H 4.7796 4.5705 4.4945 0.20
H 3.0944 5.2653 6.3619 0.39
H 1.9286 4.3532 5.5446 0.34
H 2.6296 5.9080 4.8342 0.35
H 4.4058 2.1981 4.9395 0.26
C -2.7189 2.6400 2.5027 0.48
C -2.3372 3.9228 1.7670 0.36
C -1.0751 4.5713 2.3045 -1.47
O -2.1834 3.5723 0.3838 -0.08
H -2.9860 2.7371 3.5560 0.63
H -1.8491 1.9725 2.5543 -0.56
H -3.5325 2.1525 1.9667 -0.71
H -3.2612 4.5027 1.8916 0.62
H -0.7916 5.3980 1.6435 0.40
H -0.2175 3.9028 2.3554 -0.04
H -1.3026 5.0975 3.2348 0.52
H -2.2417 4.4423 -0.0357 -0.08
C -0.9889 -4.3337 -2.7736 -1.20
C -1.2644 -3.4557 -3.9733 0.40
C -2.0966 -2.2184 -3.6969 -0.91
O -0.0168 -3.0435 -4.5464 -0.50
H -1.9565 -4.6634 -2.3920 0.45
H -0.4785 -3.7879 -1.9757 -0.14
H -0.3546 -5.1631 -3.0823 0.44
H -1.6872 -4.0954 -4.7604 0.41
H -2.2923 -1.6197 -4.5868 0.56
H -1.5582 -1.6009 -2.9774 0.00
H -3.0728 -2.4648 -3.2719 0.49
H -0.1430 -2.4026 -5.2615 0.11
C 1.6917 6.3685 0.2380 -1.44
C 2.1236 5.3851 -0.8413 0.80
C 3.1060 4.3649 -0.3136 0.37
O 0.9756 4.6543 -1.2983 0.06
H 1.3026 5.8701 1.1248 0.02
H 1.0137 7.1402 -0.1337 0.30
H 2.5129 7.0047 0.5928 0.48
H 2.5870 5.9157 -1.6740 0.53
H 3.5601 3.7526 -1.0862 -1.03
H 2.6257 3.7750 0.4701 -0.66
H 3.9262 4.8851 0.1950 0.77
H 0.7241 3.9878 -0.6419 -0.44
C -2.2844 4.9256 -3.0714 0.04
C -1.4883 6.1775 -3.4482 0.59
C -2.4286 7.3194 -3.8334 -1.65
O -0.7534 6.6679 -2.3418 -0.65
H -1.6403 4.1140 -2.7129 -0.60
H -2.7924 4.5543 -3.9640 0.47
H -2.9766 5.0591 -2.2356 0.01
H -0.8338 5.9141 -4.2858 0.29
H -1.8862 8.0882 -4.3899 0.40
H -2.8554 7.7468 -2.9300 0.36
H -3.1820 7.0132 -4.5632 0.38
H -0.1363 5.9829 -2.0270 0.18
C -0.2447 0.8416 -7.4813 -1.41
C 0.2854 -0.5677 -7.3473 0.66
C 1.2998 -0.6854 -6.2121 -0.67
O -0.7507 -1.4716 -6.9310 -0.53
H -0.8746 1.0387 -8.3529 0.41
H 0.5554 1.5804 -7.5712 0.35
H -0.8387 1.0859 -6.5971 0.26
H 0.7117 -0.8964 -8.3003 0.23
H 1.7530 -1.6744 -6.1570 0.29
H 0.8759 -0.4739 -5.2263 -0.37
H 2.0847 0.0752 -6.2687 0.58
H -1.4849 -1.4404 -7.5554 0.30
C 4.2710 -1.7597 4.2552 -0.90
C 5.0728 -0.6899 4.9934 1.23
C 6.3743 -1.2494 5.5415 -1.77
O 5.3102 0.4750 4.2067 -0.43
H 4.3975 -2.6857 4.8127 0.62
H 4.7403 -1.8838 3.2745 0.64
H 3.2479 -1.4404 4.0624 -0.38
H 4.5096 -0.3391 5.8664 -0.61
H 6.2294 -1.9682 6.3484 0.40
H 7.0604 -0.4521 5.8266 0.48
H 6.8791 -1.8596 4.7801 0.41
H 6.2131 0.4819 3.8751 0.28
C 4.0346 -4.7113 -1.0589 -0.62
C 3.1686 -5.8474 -1.5617 1.21
C 3.9143 -6.6590 -2.6242 -1.40
O 2.7726 -6.6697 -0.4609 -0.43
H 4.5652 -4.2245 -1.8795 0.27
H 4.7864 -5.0725 -0.3534 0.46
H 3.4830 -3.9125 -0.5599 -0.24
H 2.2580 -5.4313 -2.0078 -0.36
H 4.8599 -7.0316 -2.2232 0.38
H 4.1756 -6.0167 -3.4653 0.26
H 3.3421 -7.5192 -2.9773 0.41
H 2.4282 -7.4950 -0.8182 0.24
```

Gap between HOMO and LUMO in eV: 8.39
E_tot in eV: -108279.65807
ΔE to the lowest compared entry with this formula, charge and spin in kJ/mol: 0.0
2S+1: 1
Lowest unoccupied orbital energy in eV: 0.4
Charge: 0
Molecular weight in g mol⁻¹: 1253.019


Entry 2:
DFT (the ωB97M-V functional and the def2-TZVPD basis) results for C3H6F2O in the gas phase at a distorted geometry.

The geometry in XYZ format:
```
12
Properties=species:S:1:pos:R:3:mulliken_charge:R:1
O -1.3582 -1.1392 -0.6124 -0.50
C -1.2503 0.0799 0.0829 -0.65
C 0.1965 0.6255 0.1386 0.23
F 0.4592 1.3051 -1.0615 -0.31
C 1.3256 -0.3381 0.3351 -0.32
F 1.4920 -1.1059 -0.7398 -0.27
H -1.0297 -0.8524 -1.4766 0.33
H -1.6576 -0.0614 1.0656 0.41
H -1.8257 0.8729 -0.3774 0.32
H 0.1678 1.3902 0.9800 0.25
H 2.2811 0.2440 0.4446 0.25
H 1.1992 -1.0206 1.2208 0.26
```

Gap between HOMO and LUMO in eV: 11.36
E_tot in eV: -10690.00596
ΔE to the lowest compared entry with this formula, charge and spin in kJ/mol: 50.3
2S+1: 1
Lowest unoccupied orbital energy in eV: 0.9
Charge: 0
Molecular weight in g mol⁻¹: 96.076
Structure (SMILES): OC[C@H](F)CF


Entry 3:
DFT (the ωB97M-V functional and the def2-TZVPD basis) results for a gas-phase ion, C4H8N3 (charge +1) at a distorted geometry.

The geometry in XYZ format:
```
15
Properties=species:S:1:pos:R:3:mulliken_charge:R:1
C -1.4603 -0.3635 -0.8152 -0.84
N -0.7089 -0.5473 0.4141 0.28
C 0.1748 0.7270 0.5554 -0.35
N 1.2272 0.2885 -0.3408 -0.13
C 2.6789 -0.2542 -0.1704 -0.12
C 1.4090 -1.0038 -0.2714 0.23
N 0.0797 -1.6424 0.3861 -0.73
H -0.7494 -0.3076 -1.6580 0.32
H -1.8757 -1.4462 -0.9359 0.38
H -2.3324 0.3216 -0.8365 0.36
H -1.4398 -0.5890 1.1886 0.42
H 0.5705 0.6873 1.7063 0.31
H -0.2353 1.7283 0.3461 0.35
H 2.9955 -0.0250 0.8772 0.27
H 3.2935 -0.0232 -1.0885 0.25
```

Gap between HOMO and LUMO (alpha / beta) in eV: 8.87 / 8.87
E_tot in eV: -8734.49258
ΔE to the lowest compared entry with this formula, charge and spin in kJ/mol: 799.8
2S+1: 1
Lowest unoccupied orbital energy (alpha / beta) in eV: -5.1 / -5.1
Charge: +1
Molecular weight in g mol⁻¹: 98.129
Structure (SMILES): C[N@@H+]1CN2CC2=N1


Entry 4:
DFT (the ωB97M-V functional and the def2-TZVPD basis) results for a gas-phase ion, C5H10N (charge +1) at a distorted geometry.

The geometry in XYZ format:
```
16
Properties=species:S:1:pos:R:3:mulliken_charge:R:1
C -2.3274 0.0098 0.3414 -1.25
C -1.1031 -0.1853 -0.4040 0.43
C -0.3577 -0.4537 -1.4522 -0.66
C 0.4955 0.0496 -0.3761 0.49
C 1.2148 1.2853 -0.2299 -1.25
N 1.1680 -1.2367 0.3328 -0.34
H -2.4794 -0.6807 1.0682 0.38
H -3.1533 0.0939 -0.2803 0.34
H -2.1965 0.9175 0.8291 0.39
H -0.4594 -0.9682 -2.4916 0.32
H 1.3658 1.5381 0.8796 0.37
H 0.5724 2.2401 -0.6000 0.31
H 2.2361 1.2281 -0.7983 0.34
H 1.0810 -1.8597 -0.4452 0.40
H 0.5444 -1.5255 1.2039 0.39
H 2.1638 -1.0654 0.6180 0.36
```

Gap between HOMO and LUMO in eV: 10.76
E_tot in eV: -6827.30120
ΔE to the lowest compared entry with this formula, charge and spin in kJ/mol: 279.9
2S+1: 1
Lowest unoccupied orbital energy in eV: -3.6
Charge: +1
Molecular weight in g mol⁻¹: 84.142
Structure (SMILES): CC1=C[C@]1(C)[NH3+]